No. 1
{"formula": "C12H23BCl2N3O8Pb", "method": "ωB97M-V/def2-TZVPD", "elements": ["Pb", "Cl", "Cl", "O", "O", "O", "O", "O", "O", "O", "O", "N", "N", "N", "C", "C", "C", "C", "C", "C", "C", "C", "C", "C", "C", "C", "B", "H", "H", "H", "H", "H", "H", "H", "H", "H", "H", "H", "H", "H", "H", "H", "H", "H", "H", "H", "H", "H", "H", "H"], "coordinates": [[1.487, -0.526, -0.713], [2.254, 1.526, -3.842], [0.945, 2.645, 1.732], [3.335, 2.190, -4.432], [1.338, 1.774, 0.649], [1.509, 2.271, 2.984], [1.500, 0.798, -4.805], [2.788, 0.629, -2.842], [1.391, 3.964, 1.339], [-0.516, 2.596, 1.821], [1.392, 2.427, -3.176], [1.876, -2.560, -2.980], [-0.244, -1.056, 1.247], [-0.931, 0.261, -1.479], [-0.857, -0.787, 2.175], [-1.177, -1.002, 4.742], [-0.029, -2.571, -1.963], [-2.307, 3.868, -1.063], [-1.668, -0.509, 3.397], [-3.289, 2.888, -1.762], [-0.799, -2.446, 4.775], [-3.239, 1.511, -1.159], [-1.951, 0.830, -1.346], [0.800, -3.417, -1.269], [2.041, -3.274, -1.861], [0.654, -2.035, -3.028], [3.662, -1.284, 0.355], [-1.935, -0.814, 5.503], [0.515, -4.117, -0.498], [2.617, -2.625, -3.664], [-4.257, 3.389, -1.749], [-3.434, 1.456, -0.088], [-2.437, 4.904, -1.375], [-1.893, 0.557, 3.426], [3.617, -0.206, 0.344], [-1.567, -3.081, 4.332], [2.744, -1.642, 0.796], [0.161, -2.568, 4.274], [-1.247, 3.654, -1.195], [2.928, -3.839, -1.614], [-1.100, -2.599, -1.827], [-0.391, -0.378, 5.168], [4.560, -1.689, 0.796], [-2.390, 3.835, 0.024], [-2.609, -0.995, 3.142], [-4.043, 0.973, -1.662], [3.675, -1.477, -0.706], [0.292, -1.479, -3.880], [-3.053, 2.883, -2.826], [-0.717, -2.854, 5.782]], "total_energy_ha": -2374.7653, "total_charge": -1}


No. 2
{"formula": "C7H19IN7O3", "method": "ωB97M-V/def2-TZVPD", "elements": ["I", "O", "O", "O", "N", "N", "N", "N", "N", "N", "N", "C", "C", "C", "C", "C", "C", "C", "H", "H", "H", "H", "H", "H", "H", "H", "H", "H", "H", "H", "H", "H", "H", "H", "H", "H", "H"], "coordinates": [[-4.176, -3.901, -0.647], [-0.174, 2.015, -2.966], [1.152, -1.324, 3.338], [1.287, 4.852, -1.214], [3.333, 5.214, -2.130], [1.650, 4.268, -3.373], [3.212, -0.967, 2.463], [-0.046, 1.964, -0.717], [-1.613, -2.361, 0.345], [1.563, -1.969, 1.210], [-1.297, 0.388, -1.856], [1.933, -1.411, 2.401], [-2.294, -3.697, 0.469], [2.042, 4.784, -2.181], [-0.484, 1.491, -1.914], [-2.091, -1.501, 1.225], [-2.478, -3.673, 2.030], [-3.155, -2.259, 2.103], [0.698, 3.942, -3.436], [-1.808, -0.447, 1.395], [3.864, -1.031, 1.704], [-1.632, 0.021, -2.730], [2.168, -2.059, 0.415], [0.623, -2.301, 1.151], [3.511, -0.551, 3.327], [-1.568, -0.066, -1.009], [-3.237, -1.892, 3.153], [3.654, 5.600, -1.261], [-0.903, -2.167, -0.362], [-2.949, -4.544, 2.510], [0.550, 2.784, -0.735], [-1.433, -3.459, 2.363], [-4.207, -2.167, 1.755], [3.967, 5.168, -2.904], [-0.284, 1.557, 0.166], [2.247, 4.193, -4.174], [-1.626, -4.496, 0.084]], "total_energy_ha": -1184.6581, "total_charge": 1}